<w>
ORCA calculation (wB97M-V/def2-TZVPD) on an isolated molecule of C6H13N.

Each atom is followed by the atoms it is bonded to, with distances in Å.
Geometry (Å):
1 C -0.02787 -2.16901 -2.49690  C2 1.321, H8 1.087, H9 1.082
2 C -0.06308 -1.23021 -1.56810  C1 1.321, C3 1.509, H10 1.087
3 C 0.67109 -1.28452 -0.25085  C2 1.509, C4 1.549, H11 1.098, H12 1.097
4 C 0.05312 -0.45609 0.90265  C3 1.549, C5 1.524, H13 1.100, H14 1.093
5 C 0.03713 1.02472 0.54112  C4 1.524, C6 1.527, N7 1.505, H15 1.096
6 C -1.27534 1.74155 0.85219  C5 1.527, H16 1.096, H17 1.091, H18 1.093
7 N 1.24427 1.60721 1.22546  C5 1.505, H19 1.014, H20 1.014
8 H -0.50533 -2.02472 -3.46232  C1 1.087
9 H 0.61672 -3.03778 -2.46032  C1 1.082
10 H -0.65278 -0.32514 -1.68669  C2 1.087
11 H 1.65062 -0.84204 -0.47433  C3 1.098
12 H 0.71275 -2.31712 0.11580  C3 1.097
13 H -0.96976 -0.76609 1.16215  C4 1.100
14 H 0.62726 -0.81790 1.75952  C4 1.093
15 H 0.24387 1.33895 -0.48790  C5 1.096
16 H -2.02578 1.20736 0.25810  C6 1.096
17 H -1.25569 2.82894 0.77174  C6 1.091
18 H -1.54501 1.58573 1.89938  C6 1.093
19 H 1.21666 1.31506 2.19627  N7 1.014
20 H 1.24717 2.62110 1.20302  N7 1.014

Its multiplicity is 1. As for the HOMO energy: -9.22 eV. The value obtained for the LUMO energy is 1.14 eV. The HOMO-LUMO gap is 10.4 eV. The net charge is 0. The calculation puts the molecular weight at 99.18 g/mol.



<x>
ORCA calculation (wB97M-V/def2-TZVPD) on an isolated molecule of C6H13N.

Each atom is followed by the atoms it is bonded to, with distances in Å.
Geometry (Å):
1 C 2.55247 -0.61326 -0.15752  C2 1.325, H8 1.087, H9 1.083
2 C 1.24255 -0.76621 -0.02709  C1 1.325, C3 1.504, C4 1.518
3 C 0.52958 -2.02491 -0.43965  C2 1.504, H10 1.106, H11 1.091, H12 1.084
4 C 0.39216 0.36121 0.52969  C2 1.518, C5 1.534, H13 1.085, H14 1.098
5 C -0.94899 0.63131 -0.16415  C4 1.534, C6 1.508, N7 1.448, H15 1.089
6 C -1.24451 2.10916 -0.11226  C5 1.508, H16 1.092, H17 1.091, H18 1.096
7 N -2.06810 -0.15568 0.31161  C5 1.448, H19 1.011, H20 1.012
8 H 3.11332 0.26718 0.14381  C1 1.087
9 H 3.24961 -1.38229 -0.46612  C1 1.083
10 H -0.22894 -1.79066 -1.20942  C3 1.106
11 H 0.03660 -2.45624 0.43227  C3 1.091
12 H 1.17999 -2.68681 -0.99984  C3 1.084
13 H 1.02908 1.23368 0.63351  C4 1.085
14 H 0.25106 0.09388 1.58556  C4 1.098
15 H -0.76907 0.37837 -1.20799  C5 1.089
16 H -2.22324 2.37051 -0.51912  C6 1.092
17 H -1.14580 2.59154 0.86094  C6 1.091
18 H -0.63012 2.69922 -0.80208  C6 1.096
19 H -2.56232 0.23791 1.10030  N7 1.011
20 H -1.75533 -1.09789 0.50755  N7 1.012

Its multiplicity is 1. As for the HOMO energy: -9.12 eV. The value obtained for the LUMO energy is 1.04 eV. The HOMO-LUMO gap is 10.2 eV. The net charge is 0. The calculation puts the molecular weight at 99.18 g/mol.



Verdict on stability: <w> comes out at the bottom.



<w>
ORCA calculation (wB97M-V/def2-TZVPD) on an isolated molecule of C6H13N.

Each atom is followed by the atoms it is bonded to, with distances in Å.
Geometry (Å):
1 C 0.15700 -2.19194 0.23836  C2 1.507, H8 1.092, H9 1.097, H10 1.093
2 C 0.15180 -0.77105 0.73897  C1 1.507, N3 1.452, C5 1.486, H11 1.098
3 N 1.03093 0.17667 0.07817  C2 1.452, C4 1.449, C5 1.432
4 C 1.82951 1.11684 0.83855  N3 1.449, H12 1.097, H13 1.102, H14 1.096
5 C -0.38025 0.31458 -0.12478  C2 1.486, N3 1.432, C6 1.519, C7 1.728
6 C -1.25733 1.47228 0.31926  C5 1.519, H15 1.098, H16 1.101, H17 1.102
7 C -0.87282 -0.13021 -1.72066  C5 1.728, H18 1.089, H19 1.127, H20 1.105
8 H 0.93663 -2.77415 0.73376  C1 1.092
9 H -0.81055 -2.67346 0.42620  C1 1.097
10 H 0.34592 -2.20503 -0.83788  C1 1.093
11 H 0.03277 -0.66338 1.82503  C2 1.098
12 H 2.12113 1.95726 0.19735  C4 1.097
13 H 1.34657 1.52161 1.74298  C4 1.102
14 H 2.74639 0.59469 1.13446  C4 1.096
15 H -1.60333 1.21919 -0.69191  C6 1.098
16 H -2.02048 1.31010 1.09559  C6 1.101
17 H -0.81876 2.48172 0.37772  C6 1.102
18 H 0.03484 -0.33015 -2.28807  C7 1.089
19 H -1.45096 0.60054 -2.35508  C7 1.127
20 H -1.51900 -1.02612 -1.72802  C7 1.105

Its multiplicity is 1. As for the HOMO energy: -8.70 eV. The value obtained for the LUMO energy is 1.09 eV. The HOMO-LUMO gap is 9.8 eV. The net charge is 0. The calculation puts the molecular weight at 99.18 g/mol.



<x>
ORCA calculation (wB97M-V/def2-TZVPD) on an isolated molecule of C6H13N.

Each atom is followed by the atoms it is bonded to, with distances in Å.
Geometry (Å):
1 C 2.51592 -1.16645 0.30865  N2 1.440, H8 1.098, H9 1.093, H10 1.102
2 N 2.18280 0.17592 -0.09278  C1 1.440, C3 1.334
3 C 0.93718 0.55507 0.19713  N2 1.334, C4 1.693, C7 1.524, H12 1.107
4 C -0.34137 -0.55354 0.25553  C3 1.693, C5 1.433, H13 1.097, H14 1.078
5 C -1.62283 -0.03076 0.62854  C4 1.433, C6 1.511, H15 1.094
6 C -2.72103 -0.27828 -0.37917  C5 1.511, H11 1.087, H16 1.095, H17 1.093
7 C 0.55699 1.77923 -0.62631  C3 1.524, H18 1.086, H19 1.084, H20 1.104
8 H 2.10895 -1.85625 -0.44176  C1 1.098
9 H 3.60639 -1.23745 0.33914  C1 1.093
10 H 2.24292 -1.37057 1.35672  C1 1.102
11 H -2.70848 -1.28950 -0.77765  C6 1.087
12 H 0.96424 0.85447 1.26207  C3 1.107
13 H -0.55480 -0.46514 -0.81685  C4 1.097
14 H 0.18398 -1.42763 0.60379  C4 1.078
15 H -1.92302 -0.36646 1.62558  C5 1.094
16 H -2.77645 0.45831 -1.18811  C6 1.095
17 H -3.70221 -0.17032 0.09006  C6 1.093
18 H 0.36050 1.57912 -1.67554  C7 1.086
19 H 1.11727 2.67957 -0.39933  C7 1.084
20 H -0.42697 2.13066 -0.26969  C7 1.104

Its multiplicity is 1. As for the HOMO energy: -6.93 eV. The value obtained for the LUMO energy is -1.51 eV. The HOMO-LUMO gap is 5.4 eV. The net charge is 0. The calculation puts the molecular weight at 99.18 g/mol.



<y>
ORCA calculation (wB97M-V/def2-TZVPD) on an isolated molecule of C6H13N.

Each atom is followed by the atoms it is bonded to, with distances in Å.
Geometry (Å):
1 C -0.92587 2.27964 0.20893  C2 1.398, H8 1.062, H9 1.124
2 C -0.85315 0.91753 0.51523  C1 1.398, C3 1.489, C4 1.521
3 C -1.96079 -0.03331 0.22404  C2 1.489, H10 1.041, H11 1.152, H12 1.093
4 C 0.39509 0.10760 0.83020  C2 1.521, C5 1.546, H13 1.071, H14 1.130
5 C 0.65220 -0.56038 -0.53960  C4 1.546, C6 1.630, N7 1.409, H15 1.104
6 C 0.63176 -2.10284 -0.01446  C5 1.630, H16 1.096, H17 1.122, H18 1.070
7 N 1.85919 -0.08450 -1.09000  C5 1.409, H19 0.974, H20 1.059
8 H -0.21268 3.06635 0.19855  C1 1.062
9 H -1.89858 2.74012 -0.11584  C1 1.124
10 H -2.33869 -0.34152 1.14408  C3 1.041
11 H -1.73657 -0.87099 -0.53397  C3 1.152
12 H -2.74623 0.54189 -0.27271  C3 1.093
13 H 0.16457 -0.51432 1.67125  C4 1.071
14 H 1.27245 0.61279 1.33173  C4 1.130
15 H -0.22053 -0.44736 -1.20655  C5 1.104
16 H 1.13436 -2.58532 -0.86110  C6 1.096
17 H 1.51183 -2.34854 0.63598  C6 1.122
18 H -0.23717 -2.55188 0.41973  C6 1.070
19 H 2.18676 -0.63410 -1.82379  N7 0.974
20 H 2.47069 0.27492 -0.30330  N7 1.059

Its multiplicity is 1. As for the HOMO energy: -8.65 eV. The value obtained for the LUMO energy is 1.08 eV. The HOMO-LUMO gap is 9.7 eV. The net charge is 0. The calculation puts the molecular weight at 99.18 g/mol.



Verdict on stability: <x> comes out at the bottom.